1.
Here is a 2-piece molecular cluster, C7H18ClO7PS overall from OMol25. Energies are from ωB97M-V with the def2-TZVPD basis set.

Values from the calculation:
Orbital gap: 4.99 eV
Molar mass: 312.71 g mol⁻¹
Electronic energy: -2003.5627 a.u.
Lowest unoccupied orbital energy: -0.08778 Ha

Geometry (Å):
1 C 1.07282 -2.11822 0.34449
2 C 0.18345 -1.35830 1.37205
3 O -0.03548 0.05303 1.09904
4 P -0.33700 0.41428 -0.50229
5 O -1.22912 -0.56318 -1.21951
6 C 1.22283 0.80100 -1.43824
7 C 2.04151 1.97581 -0.80436
8 C 2.49635 1.67772 0.66559
9 S 4.33824 1.90004 0.89082
10 O -1.16301 1.88365 -0.47213
11 C -2.26936 1.78738 0.46659
12 C -3.49840 2.50182 -0.22562
13 H 1.42848 -3.04006 0.86023
14 H 0.46216 -2.47514 -0.51253
15 H 1.98127 -1.55489 0.03095
16 H -0.75305 -1.92752 1.54449
17 H 0.73160 -1.38910 2.34628
18 H 0.88960 1.15739 -2.43940
19 H 1.86602 -0.07898 -1.61116
20 H 1.49499 2.93686 -0.89878
21 H 2.96911 2.09989 -1.41843
22 H 2.02658 2.42714 1.33903
23 H 2.26364 0.65805 1.02672
24 H 4.84502 0.78789 0.23861
25 H 4.51193 1.56283 2.21994
26 H -2.54252 0.72722 0.63228
27 H -1.96126 2.27875 1.41018
28 H -3.24025 2.60455 -1.29998
29 H -3.67280 3.49958 0.23144
30 H -4.37611 1.84782 -0.06936
31 O -1.17513 -3.76348 -0.04603
32 Cl -2.35488 -4.21674 -0.76462
33 O -3.36980 -3.18945 -0.71002
34 O -2.85005 -5.42580 -0.14603
35 O -1.99737 -4.48186 -2.14026

Forces on atoms 1 to 6 (eV/Å):
-0.39 -0.38 0.31
1.10 -1.46 0.79
0.12 0.73 -2.30
-3.59 -0.92 -1.20
2.29 1.38 1.36
-0.04 1.15 0.41

2.
Here is C18H12BrMoN10O3S2 as an isolated structure from OMol25. Energies are from ωB97M-V with the def2-TZVPD basis set.

Values from the calculation:
Orbital gap: 5.85 eV
Molar mass: 656.34 g mol⁻¹
Electronic energy: -4904.7523 a.u.
Total charge: +1
Lowest unoccupied orbital energy: -0.22467 Ha

Geometry (Å):
1 Mo -0.49305 -0.06152 0.95832
2 S -0.81051 -0.90890 3.26991
3 C 0.83879 -0.49628 3.25799
4 N 1.27672 -0.01429 2.08951
5 C 2.63230 0.35177 2.14133
6 C 3.41273 0.89078 1.12571
7 C 4.73330 1.19306 1.40669
8 C 5.27742 0.96538 2.66976
9 C 4.50872 0.42619 3.68556
10 C 3.18500 0.12405 3.40508
11 S 1.99889 -0.54585 4.50502
12 H 3.01272 1.05762 0.13889
13 H 5.35300 1.61485 0.62745
14 H 6.31251 1.21269 2.85992
15 H 4.92585 0.24850 4.66722
16 N -0.31365 3.42625 0.25991
17 C 0.41610 2.57667 -0.50275
18 N 1.20188 2.94396 -1.48295
19 N 1.70475 1.79155 -1.97527
20 N 1.27240 0.78160 -1.34468
21 N 0.40655 1.22423 -0.36023
22 C -1.19848 2.97759 1.18945
23 N -2.07697 3.70569 1.81050
24 N -2.72007 2.83325 2.63812
25 N -2.27607 1.65963 2.54135
26 N -1.23579 1.68090 1.60391
27 H -0.31395 4.40792 0.02161
28 Br -1.34918 -0.00706 -4.85736
29 C -2.48777 -1.01957 -3.74597
30 C -3.38774 -1.92339 -4.29376
31 C -4.20241 -2.67482 -3.45704
32 C -4.11112 -2.54111 -2.08208
33 C -3.20005 -1.63371 -1.54486
34 C -2.39647 -0.85594 -2.37673
35 C -3.10364 -1.56402 -0.07788
36 O -3.74346 -2.08413 0.76143
37 O -2.06957 -0.64770 0.32959
38 H -3.45140 -2.03647 -5.36728
39 H -4.90767 -3.37327 -3.88547
40 H -4.73058 -3.12976 -1.41959
41 H -1.71186 -0.11880 -1.98160
42 C 0.76015 -2.07772 -1.66632
43 C 0.33841 -1.56407 -0.35216
44 O 0.14167 -2.11657 0.68892
45 H 1.74210 -2.54007 -1.53616
46 H 0.79349 -1.29552 -2.41268
47 H 0.04601 -2.86357 -1.93033

Forces on atoms 1 to 6 (eV/Å):
-0.10 0.12 0.04
0.02 -0.01 0.01
0.01 -0.01 0.00
-0.04 0.03 0.02
0.03 0.00 -0.01
-0.01 -0.01 0.03

3.
Here is C25H60GeN2O6Si4W as an isolated structure from OMol25. Energies are from ωB97M-V with the def2-TZVPD basis set.

Values from the calculation:
Multiplicity: 2
Orbital gap (alpha / beta): 6.36 / 6.94 eV
Expectation value of S²: 0.7593
Molar mass: 853.56 g mol⁻¹
Electronic energy: -4851.4694 a.u.
Total charge: +1
Lowest unoccupied orbital energy (alpha / beta): -0.16546 / -0.15102 Ha

Geometry (Å):
1 W -0.26622 0.18723 0.10032
2 N 1.42640 -0.03322 3.53678
3 C 2.46875 -0.35326 2.56700
4 C 1.77422 -0.49540 1.24501
5 O 1.73536 0.45810 0.34451
6 N 0.98484 -1.47545 0.87961
7 C 0.41676 -2.42334 1.80940
8 C -1.01007 -1.94813 2.08769
9 O -1.79498 -2.58796 2.72698
10 O -1.25687 -0.75800 1.56115
11 H 0.79840 -0.80306 3.71921
12 H 1.82132 0.24411 4.42587
13 H 3.16487 0.48193 2.50051
14 H 3.05032 -1.26401 2.75868
15 H 0.36084 -3.41451 1.36728
16 H 0.97473 -2.51985 2.74056
17 C -0.32670 2.95192 -3.18373
18 C 0.69766 2.03745 -2.54018
19 C 1.62802 2.78180 -1.60892
20 C 1.48921 1.28410 -3.59522
21 O -0.04556 1.04669 -1.73943
22 Ge -1.33076 -0.20262 -2.64947
23 O -0.43671 -1.51674 -1.68051
24 C 0.29019 -2.61695 -2.29824
25 C 1.72219 -2.19133 -2.58522
26 C -0.42474 -3.00170 -3.58983
27 C 0.26638 -3.79384 -1.33610
28 O -2.06332 0.05130 -0.80962
29 C -3.54818 -0.10861 -0.59944
30 C -4.11399 1.28578 -0.56639
31 C -4.08278 -0.88367 -1.79757
32 C -3.86671 -0.88591 0.66061
33 H 0.17792 3.72782 -3.76064
34 H -0.93534 3.42694 -2.42193
35 H -0.97875 2.40363 -3.86766
36 H 2.12100 3.59072 -2.14968
37 H 2.39268 2.11531 -1.21714
38 H 1.07496 3.21408 -0.77681
39 H 2.00609 1.99977 -4.23571
40 H 0.84015 0.68626 -4.24159
41 H 2.23376 0.63754 -3.13309
42 H 1.76624 -1.49112 -3.41925
43 H 2.32794 -3.05999 -2.84741
44 H 2.16201 -1.72154 -1.70368
45 H -0.40496 -2.19220 -4.32425
46 H -1.46218 -3.28035 -3.39303
47 H 0.07247 -3.85676 -4.04837
48 H 0.96948 -3.63606 -0.52173
49 H 0.56809 -4.70350 -1.85594
50 H -0.73756 -3.94435 -0.93613
51 H -3.91091 1.80306 -1.50189
52 H -3.68154 1.85093 0.25662
53 H -5.19493 1.24130 -0.42462
54 H -3.99432 -0.32880 -2.73309
55 H -5.14506 -1.07019 -1.64010
56 H -3.59207 -1.85576 -1.89211
57 H -3.52614 -0.38474 1.55848
58 H -3.44264 -1.88872 0.64036
59 H -4.95323 -0.97758 0.71020
60 C -4.10637 2.14662 2.98197
61 Si -2.27292 2.11429 3.42426
62 C -1.95158 0.55042 4.40348
63 C -2.02993 3.54309 4.62196
64 Si -0.84235 2.39516 1.50448
65 Si -1.69183 4.40621 0.42262
66 C -2.43546 5.45763 1.79142
67 C -0.37047 5.38943 -0.49962
68 C -3.14688 4.35531 -0.77676
69 Si 1.04988 3.45954 2.53944
70 C 2.67922 3.52604 1.57603
71 C 1.55526 2.84430 4.25722
72 C 0.66661 5.26999 2.93311
73 H -4.66541 2.43910 3.87544
74 H -4.47030 1.16232 2.68390
75 H -4.36022 2.85148 2.19011
76 H -2.78231 0.44357 5.10840
77 H -1.03579 0.63371 4.99341
78 H -1.91848 -0.35567 3.80544
79 H -2.41956 3.19458 5.58420
80 H -2.61711 4.41281 4.32920
81 H -1.00300 3.85913 4.79072
82 H -1.77367 5.76698 2.59632
83 H -3.30162 4.95638 2.22512
84 H -2.80413 6.36424 1.29980
85 H 0.65721 5.25810 -0.16789
86 H -0.62172 6.44877 -0.38705
87 H -0.41003 5.16715 -1.56570
88 H -4.08090 4.11610 -0.26846
89 H -3.05452 3.70859 -1.64511
90 H -3.23616 5.38296 -1.14495
91 H 2.84271 2.65737 0.94000
92 H 3.49828 3.57471 2.29902
93 H 2.74963 4.42090 0.95390
94 H 2.41051 2.17364 4.19280
95 H 0.77578 2.38110 4.85965
96 H 1.90248 3.73826 4.78412
97 H 0.33441 5.90789 2.11936
98 H 1.63400 5.66050 3.26919
99 H -0.02301 5.37928 3.76982

Forces on atoms 1 to 6 (eV/Å):
-0.48 -1.18 0.31
-0.01 -0.12 -0.05
0.07 -0.03 -0.03
-0.12 -0.33 -0.48
0.07 0.50 0.47
-0.34 0.77 0.13

- Which value of molar mass does entry 2 give?
  656.34 g mol⁻¹